A 2-piece molecular cluster, C2H8N3O overall in a non-equilibrium geometry, computed with the ωB97M-V functional and the def2-TZVPD basis.

Structure (XYZ):
```
14
Properties=species:S:1:pos:R:3:forces:R:3:mulliken_charge:R:1
C -1.998491 -0.458939 -0.571177 -0.31 -0.05 -0.74 -0.682
C 1.765703 1.225912 0.272393 0.95 1.46 0.10 -0.751
N -1.116445 -0.465661 0.567835 0.16 -0.26 0.36 0.228
N -0.027570 -1.103432 0.657174 -0.51 1.00 0.91 -0.434
N 1.470840 -0.104293 -0.101603 -0.20 -2.48 -0.76 0.425
O 2.300720 -0.859276 -0.484011 0.05 0.90 0.22 -0.318
H -1.615135 0.214230 -1.343538 0.07 0.04 0.04 0.322
H -2.072310 -1.459864 -0.994518 0.00 -0.01 0.08 0.267
H -2.988015 -0.115970 -0.277208 0.06 -0.06 0.10 0.318
H 1.140308 1.543595 1.103923 -0.05 -0.17 0.02 0.279
H 1.525157 1.857861 -0.590800 -0.08 -0.08 0.01 0.336
H 2.832551 1.352616 0.489328 -0.20 -0.10 0.03 0.353
H -1.272243 0.255028 1.273692 0.11 -0.42 0.06 0.322
H 0.054934 -1.881806 -0.001495 -0.05 0.22 -0.43 0.336
```
Forces are in eV/Å.

Computed properties:
- E_LUMO (alpha / beta): -0.20747 / -0.20754 Eh
- Molar mass: 90.1 g mol⁻¹
- 2S+1: 1
- Charge: +1
- Kohn-Sham gap (alpha / beta): 8.45 / 8.44 eV
- E_HOMO (alpha / beta): -14.09 / -14.09 eV